A molecular structure, C39H42BCl2N6O9Sc, computed with ωB97M-V/def2-TZVPD.

The geometry in ORCA input format:
```
! wB97M-V def2-TZVPD RIJCOSX def2/J DEFGRID3
* xyz 0 1
Sc -0.07851 0.24638 0.03220
C 3.48931 -6.77817 -3.21418
O 3.60615 -6.06607 -1.99862
C 4.42746 -4.98565 -1.98240
C 4.48032 -4.28434 -0.77497
C 5.27343 -3.16476 -0.65214
C 6.03154 -2.72812 -1.74172
C 6.02410 -3.46185 -2.91419
C 5.20822 -4.57852 -3.05596
N 6.94454 -1.61303 -1.71614
N 6.66811 -0.51688 -1.21114
C 5.35524 -0.23388 -0.69099
C 5.26013 0.21824 0.59703
C 4.01865 0.48575 1.20372
C 2.84830 0.32476 0.48896
O 1.65392 0.58536 0.95365
C 2.94371 -0.11830 -0.87341
N 1.75884 -0.25067 -1.53365
C 1.78831 -0.48966 -2.82356
C 2.98578 -0.63547 -3.54817
C 4.17830 -0.58076 -2.88360
C 4.18775 -0.33637 -1.49328
H 2.75452 -7.55829 -3.03679
H 4.44041 -7.23621 -3.49942
H 3.14259 -6.12776 -4.02210
H 3.88315 -4.63629 0.05566
H 5.30031 -2.63482 0.28888
H 6.66594 -3.14984 -3.72864
H 5.21163 -5.12382 -3.98849
H 6.17362 0.34535 1.16534
H 3.96614 0.83385 2.22593
H 0.83545 -0.58068 -3.32858
H 2.94453 -0.80836 -4.61461
H 5.11291 -0.70147 -3.41582
O -0.73830 1.89194 1.32114
C -1.84978 2.17060 1.78101
C -3.10546 1.60713 1.39503
C -4.25119 2.04388 2.07397
C -5.47656 1.55102 1.71776
C -5.61175 0.61382 0.67747
C -4.51051 0.18352 -0.00103
C -3.20286 0.65544 0.32900
O -2.18668 0.25265 -0.31850
N -6.66702 2.00984 2.42533
O -7.73936 1.53316 2.09840
O -6.51929 2.80185 3.33919
H -1.89173 2.94764 2.55950
H -4.17346 2.76565 2.87607
H -6.59750 0.24539 0.43343
H -4.59205 -0.54500 -0.79637
Cl -1.04608 -1.87127 -5.03957
C -1.85518 -2.53151 -3.60285
Cl -1.01937 -2.12141 -2.09936
H -1.87528 -3.61023 -3.69469
H -2.85575 -2.11762 -3.57089
C -4.45636 -3.70116 5.99703
C -3.54577 -4.82884 5.51144
C -4.43324 -5.98135 5.02178
C -2.70280 -5.30909 6.70104
C -2.61978 -4.37736 4.37941
C -1.73219 -5.30119 3.81725
C -0.85708 -4.97391 2.78620
C -0.89477 -3.67613 2.32633
O -0.15774 -3.08411 1.33407
B -0.58044 -1.74247 1.25382
O -1.59591 -1.54961 2.23094
C -1.76260 -2.75041 2.87086
C -2.63267 -3.06751 3.89286
H -5.09913 -4.07271 6.79718
H -5.10143 -3.32944 5.19870
H -3.88394 -2.86123 6.39495
H -5.10869 -6.30208 5.81852
H -3.84034 -6.84435 4.71771
H -5.03550 -5.67021 4.16629
H -3.35108 -5.63002 7.51995
H -2.05836 -4.50783 7.06693
H -2.06636 -6.15096 6.42683
H -1.71867 -6.31572 4.19511
H -0.17759 -5.70251 2.36502
H -3.29633 -2.31272 4.28883
C -1.28416 4.31075 -3.79786
N -1.08068 2.99238 -3.22594
C -2.24456 2.12011 -3.24341
C -0.04602 2.68379 -2.40142
O -0.16630 1.79456 -1.54731
N 1.12072 3.37811 -2.52205
C 2.11210 3.22542 -1.46581
C 1.68881 3.70294 -3.82178
H -2.26387 4.68179 -3.48830
H -1.25776 4.28953 -4.89017
H -0.52917 5.00296 -3.43694
H -2.61178 2.03857 -4.26762
H -3.04360 2.52334 -2.61406
H -1.98286 1.13860 -2.86161
H 1.63226 2.94236 -0.53314
H 2.62985 4.17558 -1.32884
H 2.85156 2.46071 -1.72667
H 0.96358 3.55859 -4.61504
H 2.54209 3.04651 -4.01773
H 2.03859 4.73687 -3.84824
*
```

## Properties
HOMO-LUMO gap   7.25 eV
Lowest unoccupied orbital energy   -0.25 eV

These are the Löwdin partial charges, in e, on atoms 1 to 99: atom 1 (Sc): 1.012, atom 2 (C): -0.085, atom 3 (O): -0.077, atom 4 (C): -0.280, atom 5 (C): 0.019, atom 6 (C): -0.012, atom 7 (C): -0.286, atom 8 (C): -0.035, atom 9 (C): -0.016, atom 10 (N): 0.066, atom 11 (N): 0.072, atom 12 (C): -0.254, atom 13 (C): -0.025, atom 14 (C): 0.016, atom 15 (C): -0.341, atom 16 (O): -0.169, atom 17 (C): -0.150, atom 18 (N): 0.076, atom 19 (C): -0.142, atom 20 (C): -0.027, atom 21 (C): 0.008, atom 22 (C): -0.111, atom 23 (H): 0.092, atom 24 (H): 0.095, atom 25 (H): 0.094, atom 26 (H): 0.125, atom 27 (H): 0.118, atom 28 (H): 0.115, atom 29 (H): 0.101, atom 30 (H): 0.117, atom 31 (H): 0.118, atom 32 (H): 0.046, atom 33 (H): 0.108, atom 34 (H): 0.116, atom 35 (O): -0.034, atom 36 (C): -0.135, atom 37 (C): -0.106, atom 38 (C): 0.057, atom 39 (C): -0.154, atom 40 (C): 0.014, atom 41 (C): 0.023, atom 42 (C): -0.330, atom 43 (O): -0.159, atom 44 (N): -0.364, atom 45 (O): 0.064, atom 46 (O): 0.063, atom 47 (H): 0.142, atom 48 (H): 0.130, atom 49 (H): 0.120, atom 50 (H): 0.118, atom 51 (Cl): 0.517, atom 52 (C): -0.956, atom 53 (Cl): 0.641, atom 54 (H): 0.030, atom 55 (H): 0.028, atom 56 (C): -0.074, atom 57 (C): -0.564, atom 58 (C): -0.052, atom 59 (C): -0.051, atom 60 (C): -0.174, atom 61 (C): -0.042, atom 62 (C): 0.019, atom 63 (C): -0.222, atom 64 (O): 0.102, atom 65 (B): -0.429, atom 66 (O): 0.095, atom 67 (C): -0.202, atom 68 (C): 0.066, atom 69 (H): 0.084, atom 70 (H): 0.086, atom 71 (H): 0.086, atom 72 (H): 0.083, atom 73 (H): 0.075, atom 74 (H): 0.090, atom 75 (H): 0.083, atom 76 (H): 0.090, atom 77 (H): 0.075, atom 78 (H): 0.103, atom 79 (H): 0.118, atom 80 (H): 0.114, atom 81 (C): -0.048, atom 82 (N): -0.122, atom 83 (C): -0.021, atom 84 (C): -0.455, atom 85 (O): -0.044, atom 86 (N): -0.121, atom 87 (C): -0.013, atom 88 (C): -0.044, atom 89 (H): 0.094, atom 90 (H): 0.092, atom 91 (H): 0.088, atom 92 (H): 0.095, atom 93 (H): 0.101, atom 94 (H): 0.074, atom 95 (H): 0.091, atom 96 (H): 0.099, atom 97 (H): 0.092, atom 98 (H): 0.079, atom 99 (H): 0.092



A molecular structure, C39H42Cl2F5N2STi at a distorted geometry, computed with ωB97M-V/def2-TZVPD.

The geometry in ORCA input format:
```
! wB97M-V def2-TZVPD RIJCOSX def2/J DEFGRID3
* xyz -1 3
Ti -0.08690 -0.12296 -0.30508
C 3.51964 -0.82956 2.38019
C 3.30127 -2.13690 1.61816
C 2.01690 -2.82881 2.07146
C 3.42503 -2.12289 0.09395
C 4.21734 -3.14076 -0.43835
C 4.37740 -3.31299 -1.79643
C 3.75764 -2.44191 -2.67168
C 2.96194 -1.39892 -2.21264
C 2.37198 -0.39867 -3.20474
C 2.96592 -0.53641 -4.60625
C 0.85104 -0.42332 -3.34652
C 2.79176 -1.26293 -0.82426
N 1.97279 -0.16020 -0.36328
C 2.66921 0.84798 0.00402
C 2.18099 2.12666 0.45823
C 3.13246 2.86229 1.18811
C 2.90169 4.13957 1.63241
C 1.68634 4.73131 1.27685
C 0.75291 4.05380 0.53576
C 0.92065 2.70141 0.12033
N -0.04170 2.03705 -0.59378
C -0.90342 2.94008 -1.29675
C -0.49089 3.44548 -2.54957
C -1.29883 4.35301 -3.22485
C -2.49582 4.78632 -2.68380
C -2.88392 4.31250 -1.44568
C -2.11023 3.39762 -0.73297
C -2.58919 3.00653 0.65490
C -4.07067 2.59907 0.64663
C -2.43750 4.14187 1.67446
C 0.84782 3.06683 -3.15072
C 1.93458 4.09793 -2.82093
C 0.79190 2.89748 -4.66979
H 3.69635 -1.07203 3.43036
H 2.65316 -0.17354 2.35758
H 4.39112 -0.28130 2.01393
H 4.12572 -2.79015 1.92714
H 1.12852 -2.31848 1.71366
H 1.96715 -2.82681 3.16324
H 1.98200 -3.85842 1.71909
H 4.70740 -3.81922 0.25124
H 4.99142 -4.12175 -2.17240
H 3.89825 -2.57968 -3.73386
H 2.65153 0.59706 -2.83604
H 2.67725 -1.48381 -5.06678
H 4.05543 -0.47817 -4.60595
H 2.58136 0.26136 -5.24353
H 0.47476 -1.40300 -3.62262
H 0.54175 0.30164 -4.09736
H 0.33259 -0.12093 -2.43657
H 3.75623 0.74160 -0.00086
H 4.08126 2.38280 1.40510
H 3.64303 4.67281 2.21170
H 1.46965 5.75100 1.57604
H -0.14146 4.57753 0.23220
H -0.97860 4.73208 -4.18801
H -3.11721 5.49360 -3.22005
H -3.81081 4.66401 -1.00864
H -1.97764 2.16932 0.99501
H -4.71210 3.48363 0.61579
H -4.31556 2.05551 1.56172
H -4.33035 1.97116 -0.20347
H -3.02121 5.01289 1.36291
H -1.40601 4.45576 1.82865
H -2.82323 3.80944 2.64120
H 1.13396 2.11853 -2.69413
H 1.65979 5.07174 -3.23749
H 2.88497 3.79663 -3.27042
H 2.08928 4.22138 -1.75157
H 0.72974 3.86705 -5.17070
H -0.06048 2.30284 -4.99950
H 1.70720 2.41756 -5.02394
Cl -2.63509 -0.19006 0.00604
C -2.92173 -0.38946 1.73460
C -4.21702 -0.71242 2.08676
C -4.52779 -0.86567 3.42965
C -3.52963 -0.68772 4.37525
C -2.24410 -0.36892 3.97654
Cl -1.05511 -0.16766 5.23667
C -1.86232 -0.20486 2.63288
S -0.23165 0.19454 2.17566
H -4.96194 -0.84488 1.31481
H -5.53359 -1.12310 3.73306
H -3.73469 -0.79833 5.43096
F -1.20651 -2.88014 0.15928
C -0.50553 -2.36937 -0.94455
F -1.52398 -2.14988 -1.91244
C 0.14452 -3.64229 -1.50563
F -0.73846 -4.65354 -1.68017
F 1.10498 -4.11203 -0.68777
F 0.71561 -3.43858 -2.71387
*
```

## Properties
HOMO-LUMO gap (spin up / spin down)   5.98 / 7.38 eV
Lowest unoccupied orbital energy (spin up / spin down)   2.56 / 2.55 eV

Per-atom Löwdin charges, elementary charge units: atom 1 (Ti): 0.498, atom 2 (C): -0.068, atom 3 (C): -0.355, atom 4 (C): -0.057, atom 5 (C): -0.122, atom 6 (C): -0.050, atom 7 (C): -0.079, atom 8 (C): -0.049, atom 9 (C): -0.122, atom 10 (C): -0.333, atom 11 (C): -0.077, atom 12 (C): -0.047, atom 13 (C): -0.146, atom 14 (N): -0.012, atom 15 (C): -0.128, atom 16 (C): -0.158, atom 17 (C): -0.058, atom 18 (C): -0.108, atom 19 (C): -0.088, atom 20 (C): -0.042, atom 21 (C): -0.260, atom 22 (N): -0.040, atom 23 (C): -0.182, atom 24 (C): -0.127, atom 25 (C): -0.048, atom 26 (C): -0.085, atom 27 (C): -0.048, atom 28 (C): -0.147, atom 29 (C): -0.377, atom 30 (C): -0.099, atom 31 (C): -0.052, atom 32 (C): -0.365, atom 33 (C): -0.040, atom 34 (C): -0.084, atom 35 (H): 0.081, atom 36 (H): 0.041, atom 37 (H): 0.074, atom 38 (H): 0.116, atom 39 (H): 0.034, atom 40 (H): 0.082, atom 41 (H): 0.076, atom 42 (H): 0.109, atom 43 (H): 0.099, atom 44 (H): 0.096, atom 45 (H): 0.128, atom 46 (H): 0.084, atom 47 (H): 0.083, atom 48 (H): 0.064, atom 49 (H): 0.082, atom 50 (H): 0.069, atom 51 (H): 0.023, atom 52 (H): 0.137, atom 53 (H): 0.106, atom 54 (H): 0.089, atom 55 (H): 0.102, atom 56 (H): 0.102, atom 57 (H): 0.101, atom 58 (H): 0.094, atom 59 (H): 0.104, atom 60 (H): 0.068, atom 61 (H): 0.070, atom 62 (H): 0.069, atom 63 (H): 0.060, atom 64 (H): 0.077, atom 65 (H): 0.057, atom 66 (H): 0.083, atom 67 (H): 0.093, atom 68 (H): 0.082, atom 69 (H): 0.079, atom 70 (H): 0.064, atom 71 (H): 0.070, atom 72 (H): 0.081, atom 73 (H): 0.065, atom 74 (Cl): 0.821, atom 75 (C): -0.583, atom 76 (C): -0.129, atom 77 (C): -0.101, atom 78 (C): -0.135, atom 79 (C): -0.675, atom 80 (Cl): 0.631, atom 81 (C): -0.691, atom 82 (S): 0.641, atom 83 (H): 0.105, atom 84 (H): 0.096, atom 85 (H): 0.094, atom 86 (F): -0.050, atom 87 (C): -0.358, atom 88 (F): -0.089, atom 89 (C): -0.578, atom 90 (F): 0.119, atom 91 (F): 0.129, atom 92 (F): 0.114



How do the records compare in DFT total energy? In the order shown, they have -114916.845; -116692.259 eV.